# C23H24N2O5

C23H24N2O5 in the gas phase (ωB97M-V with the def2-TZVPD basis set, the Open Molecules 2025 dataset).

Structure (SMILES) ... CCOC(=O)/C(C#N)=C\c1ccc(OCC(=O)Nc2ccc(C)cc2C)c(OC)c1
Electronic energy ... -37457.65956 eV
LUMO energy ... -0.66 eV

Structure (ORCA input):
```
! wB97M-V def2-TZVPD RIJCOSX def2/J DEFGRID3
* xyz 0 1
C 6.209 2.498 -1.950
C 5.016 2.756 -1.040
O 4.835 1.687 -0.113
C 4.162 0.614 -0.536
O 3.666 0.517 -1.631
C 4.166 -0.424 0.531
C 5.320 -0.356 1.350
N 6.257 -0.324 2.010
C 3.268 -1.397 0.829
C 1.979 -1.750 0.292
C 1.383 -1.187 -0.840
C 0.127 -1.592 -1.241
C -0.585 -2.570 -0.555
O -1.858 -2.957 -0.891
C -2.469 -2.391 -2.028
C -2.830 -0.899 -1.889
O -3.045 -0.222 -2.869
N -2.885 -0.501 -0.601
C -3.112 0.783 -0.081
C -3.715 1.779 -0.838
C -3.943 3.026 -0.289
C -3.580 3.303 1.022
C -3.812 4.658 1.617
C -2.972 2.299 1.765
C -2.724 1.041 1.240
C -2.047 -0.010 2.073
C 0.012 -3.178 0.570
O -0.547 -4.135 1.364
C -1.545 -4.997 0.861
C 1.269 -2.752 0.966
H 7.101 2.321 -1.353
H 6.372 3.360 -2.590
H 6.022 1.627 -2.573
H 4.102 2.874 -1.632
H 5.177 3.640 -0.421
H 3.555 -2.019 1.673
H 1.900 -0.442 -1.417
H -0.310 -1.118 -2.106
H -1.863 -2.524 -2.931
H -3.400 -2.952 -2.157
H -2.658 -1.202 0.092
H -3.997 1.571 -1.857
H -4.413 3.791 -0.888
H -4.663 5.146 1.149
H -3.989 4.587 2.688
H -2.935 5.288 1.462
H -2.677 2.505 2.784
H -2.705 -0.863 2.249
H -1.774 0.401 3.042
H -1.137 -0.368 1.590
H -1.274 -5.397 -0.119
H -1.605 -5.814 1.580
H -2.517 -4.503 0.793
H 1.687 -3.225 1.841
*
```

Atom charges from the Löwdin analysis, given in e for atoms 1 to 8: C -0.0561; C -0.2045; O -0.0046; C -0.4432; O 0.1107; C -0.1052; C -0.2060; N 0.1759

=====

# C8H9NO3

2 unconnected molecules or ions with the total composition C8H9NO3 at a distorted geometry (ωB97M-V with the def2-TZVPD basis set, the Open Molecules 2025 dataset).

Electronic energy ... -16069.85784 eV
Expectation value of S² ... 2.03
LUMO energy (spin up / spin down) ... 0.68 / -3.76 eV

Structure (ORCA input):
```
! wB97M-V def2-TZVPD RIJCOSX def2/J DEFGRID3
* xyz 0 3
C 0.637 -2.443 0.947
C -1.485 -1.145 1.403
C 0.648 -2.059 -0.315
C -1.432 -0.700 0.118
C -0.531 -2.265 1.822
C 0.494 1.843 -0.874
C -0.400 -1.198 -0.851
C 0.773 3.299 -0.434
N 1.031 0.885 -0.222
O -0.912 -3.061 2.658
O -0.265 1.678 -1.878
O -0.532 -0.915 -2.105
H 1.476 -3.178 1.271
H -2.236 -0.859 2.127
H 1.525 -2.354 -0.954
H -2.189 -0.030 -0.253
H 1.329 3.839 -1.221
H -0.207 3.687 -0.284
H 1.350 3.280 0.418
H 1.422 1.048 0.665
H -0.496 0.648 -2.037
*
```

Atom charges from the Löwdin analysis, given in e for atoms 1 to 8: C -0.0323; C 0.0278; C -0.0359; C 0.0047; C -0.3417; C -0.5731; C -0.3772; C 0.0087

=====

# Cl2HPS

Cl2HPS in the gas phase at a distorted geometry (ωB97M-V with the def2-TZVPD basis set, the Open Molecules 2025 dataset).

Structure (SMILES) ... SP(Cl)Cl
Electronic energy ... -45186.45974 eV
LUMO energy ... 0.42 eV

Structure (ORCA input):
```
! wB97M-V def2-TZVPD RIJCOSX def2/J DEFGRID3
* xyz 0 1
S 0.223 1.045 0.900
P 0.112 -0.305 -0.782
Cl -1.443 -1.558 -0.407
Cl 1.613 -1.331 -0.022
H -0.505 2.150 0.311
*
```

For each atom in turn, the Löwdin charge in e is: S 0.2008; P -0.2664; Cl 0.0863; Cl 0.1121; H -0.1327

=====

# C4H12

2 unconnected molecules or ions with the total composition C4H12 at a distorted geometry (ωB97M-V with the def2-TZVPD basis set, the Open Molecules 2025 dataset).

Structure (SMILES) ... CC.CC
Electronic energy ... -4341.85956 eV
LUMO energy ... 1.09 eV

Structure (ORCA input):
```
! wB97M-V def2-TZVPD RIJCOSX def2/J DEFGRID3
* xyz 0 1
C -2.140 -1.766 -0.847
C -0.950 -0.848 -0.929
H -2.210 -2.572 -1.576
H -2.304 -2.116 0.181
H -2.965 -1.079 -1.026
H -1.124 -0.044 -0.137
H -0.917 -0.307 -1.858
H 0.005 -1.267 -0.616
C 1.505 1.788 1.445
C 1.659 0.838 0.204
H 0.481 1.791 1.758
H 2.022 1.346 2.309
H 1.987 2.722 1.140
H 2.611 0.307 0.189
H 1.328 1.238 -0.722
H 1.012 -0.033 0.484
*
```

Atom charges from the Löwdin analysis, given in e for atoms 1 to 8: C -0.1792; C -0.2013; H 0.0627; H 0.0692; H 0.0602; H 0.0841; H 0.0626; H 0.0459

=====

# C2H4CsO4S

A molecular structure, C2H4CsO4S at a distorted geometry (ωB97M-V with the def2-TZVPD basis set, the Open Molecules 2025 dataset).

Electronic energy ... -21705.09978 eV
LUMO energy ... -3.67 eV

Structure (ORCA input):
```
! wB97M-V def2-TZVPD RIJCOSX def2/J DEFGRID3
* xyz 1 1
Cs -3.333 0.282 -1.871
C 1.140 0.260 0.832
C -0.374 0.178 1.043
O -0.958 0.148 -0.211
S 0.215 -0.521 -1.175
O 0.623 0.498 -2.056
O -0.179 -1.748 -1.821
O 1.304 -0.832 -0.051
H 1.685 0.014 1.743
H 1.487 1.259 0.566
H -0.768 1.117 1.432
H -0.841 -0.654 1.570
*
```

Atom charges from the Löwdin analysis, given in e for atoms 1 to 8: Cs 1.1323; C -0.1536; C -0.2056; O -0.3919; S 0.5889; O -0.1994; O -0.2285; O -0.1306

=====

# C18H26Br2N4RhS3

A molecular structure, C18H26Br2N4RhS3 at a distorted geometry (ωB97M-V with the def2-TZVPD basis set, the Open Molecules 2025 dataset).

Electronic energy ... -200621.80942 eV
LUMO energy (spin up / spin down) ... -10.56 / -11.46 eV

Structure (ORCA input):
```
! wB97M-V def2-TZVPD RIJCOSX def2/J DEFGRID3
* xyz 3 1
Rh -0.079 -0.094 -0.071
N 0.058 -0.284 2.101
C 1.464 -0.541 2.510
C 2.373 0.270 1.631
N 2.109 -0.135 0.237
H -0.242 0.614 2.474
H -0.558 -0.976 2.519
H 1.671 -1.605 2.381
H 1.625 -0.295 3.560
H 3.415 0.115 1.913
H 2.153 1.334 1.729
H 2.423 -1.091 0.088
H 2.616 0.451 -0.422
Br -0.122 1.112 -6.607
C 0.103 0.782 -4.794
C 0.475 -0.482 -4.346
C 0.577 -0.682 -2.989
N 0.364 0.291 -2.089
C 0.076 1.538 -2.524
C -0.084 1.804 -3.871
C -0.012 2.584 -1.478
C 0.078 3.933 -1.768
C 0.011 4.849 -0.724
Br 0.106 6.671 -1.080
C -0.126 4.387 0.576
C -0.186 3.022 0.776
N -0.128 2.133 -0.219
H 0.677 -1.286 -5.040
H 0.872 -1.648 -2.595
H -0.360 2.790 -4.214
H 0.208 4.284 -2.781
H -0.179 5.067 1.414
H -0.292 2.633 1.781
C -4.047 -2.341 0.806
C -4.045 -0.854 0.461
S -2.664 -0.171 -0.511
C -2.564 -1.314 -1.918
C -1.883 -2.668 -1.648
S -0.740 -2.605 -0.234
C -0.782 -4.317 0.422
C -2.172 -4.500 1.026
S -2.579 -2.866 1.722
H -4.150 -2.968 -0.077
H -4.904 -2.542 1.454
H -4.077 -0.232 1.357
H -4.942 -0.643 -0.122
H -2.018 -0.746 -2.668
H -3.573 -1.473 -2.301
H -1.293 -2.973 -2.514
H -2.601 -3.461 -1.454
H -0.011 -4.327 1.194
H -0.516 -5.040 -0.348
H -2.181 -5.245 1.821
H -2.930 -4.777 0.297
*
```

Atom charges from the Löwdin analysis, given in e for atoms 1 to 8: Rh 0.8381; N -0.0343; C -0.1849; C -0.1963; N 0.0018; H 0.0957; H 0.0712; H 0.1316

=====

What is the electronic energy in the first record? -37457.65956 eV